Entry 1:
Computed, not measured: a 10-piece molecular cluster, C30H81F6N3O18P overall in a non-equilibrium geometry, with the ωB97M-V functional and the def2-TZVPD basis.

Geometry as XYZ:
```
139
Properties=species:S:1:pos:R:3
P -0.72 -0.62 0.37
F -1.92 -0.29 1.57
F 0.37 0.12 1.42
F -0.65 -2.22 0.89
F 0.51 -0.78 -0.69
F -1.83 -1.20 -0.62
F -1.07 0.91 -0.28
C 3.84 6.80 -5.26
O 4.12 5.51 -4.71
C 4.64 5.73 -3.38
C 5.10 4.35 -2.86
N 3.96 3.54 -2.64
C 4.26 2.19 -2.14
C 2.95 1.35 -2.30
O 2.64 1.12 -3.72
C 1.62 0.15 -3.84
H 3.62 6.74 -6.32
H 4.72 7.44 -5.20
H 3.08 7.34 -4.69
H 3.91 6.21 -2.74
H 5.47 6.44 -3.36
H 5.82 4.34 -2.05
H 5.68 3.85 -3.64
H 3.40 3.90 -1.87
H 4.61 2.19 -1.11
H 4.96 1.71 -2.82
H 2.14 1.89 -1.82
H 3.01 0.42 -1.73
H 0.82 0.25 -3.11
H 2.04 -0.82 -3.60
H 1.12 0.07 -4.81
C -1.43 -4.32 -1.72
O -1.60 -5.46 -2.57
C -0.96 -5.36 -3.84
C -1.39 -6.51 -4.81
N -2.70 -6.25 -5.44
C -3.77 -6.31 -4.42
C -5.15 -6.13 -5.11
O -5.25 -4.85 -5.74
C -6.53 -4.48 -6.32
H -2.24 -3.60 -1.80
H -0.51 -3.75 -1.85
H -1.42 -4.68 -0.69
H 0.10 -5.21 -3.65
H -1.27 -4.42 -4.30
H -1.43 -7.44 -4.25
H -0.63 -6.66 -5.58
H -2.77 -5.26 -5.65
H -3.65 -5.46 -3.74
H -3.84 -7.27 -3.91
H -6.00 -6.24 -4.44
H -5.29 -6.86 -5.91
H -7.36 -4.60 -5.62
H -6.71 -5.08 -7.22
H -6.49 -3.43 -6.60
C -2.92 0.69 4.90
O -1.77 1.20 5.61
C -0.68 1.52 4.76
C 0.35 2.51 5.47
N 1.23 1.83 6.51
C 2.15 2.81 7.10
C 3.27 2.08 7.82
O 4.36 1.76 6.86
C 5.64 1.49 7.58
H -2.76 -0.17 4.24
H -3.55 1.44 4.44
H -3.49 0.28 5.74
H -0.99 2.07 3.88
H -0.36 0.57 4.33
H -0.31 3.26 5.89
H 0.92 2.99 4.68
H 0.58 1.52 7.22
H 1.71 3.55 7.77
H 2.63 3.36 6.29
H 3.06 1.15 8.35
H 3.61 2.77 8.59
H 5.92 2.45 7.99
H 6.44 1.23 6.87
H 5.60 0.79 8.41
C -3.45 2.84 1.20
C -3.50 2.87 -0.34
O -4.43 3.84 -0.86
O -4.59 2.17 1.75
H -3.60 3.82 1.65
H -2.52 2.39 1.56
H -3.70 1.92 -0.83
H -2.54 3.16 -0.77
H -4.06 4.69 -0.59
H -4.71 1.27 1.45
C 1.17 3.52 1.82
C 2.51 3.09 1.15
O 2.88 3.94 0.03
O 0.05 3.24 1.04
H 1.18 4.53 2.22
H 1.00 2.88 2.69
H 2.27 2.12 0.71
H 3.31 3.05 1.89
H 3.05 4.84 0.34
H 0.03 2.29 0.90
C 2.35 -1.11 4.50
C 2.63 0.19 3.68
O 3.81 0.89 4.15
O 2.33 -0.88 5.92
H 3.18 -1.71 4.12
H 1.41 -1.49 4.10
H 1.79 0.88 3.64
H 2.84 -0.15 2.66
H 3.60 0.84 5.08
H 1.94 0.00 5.98
C 2.48 -3.92 0.69
C 2.76 -3.43 -0.81
O 3.25 -2.08 -0.71
O 3.63 -4.33 1.44
H 1.81 -4.77 0.56
H 1.84 -3.23 1.25
H 1.84 -3.45 -1.39
H 3.54 -4.04 -1.28
H 2.49 -1.52 -0.52
H 4.30 -4.58 0.81
C -2.36 -0.02 -3.75
C -3.08 1.13 -4.56
O -2.30 1.44 -5.71
O -2.43 -1.26 -4.40
H -2.89 -0.24 -2.82
H -1.35 0.24 -3.44
H -3.19 2.07 -4.04
H -4.08 0.85 -4.89
H -2.52 0.84 -6.43
H -1.86 -1.09 -5.16
C -4.16 -2.89 1.48
C -5.07 -1.63 1.65
O -4.56 -0.42 1.12
O -3.03 -2.80 2.31
H -3.82 -3.08 0.47
H -4.73 -3.81 1.63
H -5.26 -1.52 2.72
H -6.04 -1.75 1.18
H -3.63 -0.50 0.92
H -2.39 -2.29 1.80
```

Computed properties:
Energy above the lowest of the compared OMol25 structures with the same formula, charge and spin = 3.623 eV
Electronic energy = -99342.3172 eV
LUMO = 2.3 eV
Total charge = -1
Gap between HOMO and LUMO = 8.61 eV
Largest force on an atom = 3.15 eV Å⁻¹

Entry 2:
Computed, not measured: a 9-piece molecular cluster, C30H84N6O12 overall in a non-equilibrium geometry, with the ωB97M-V functional and the def2-TZVPD basis.

Geometry as XYZ:
```
132
Properties=species:S:1:pos:R:3
C 4.50 -20.37 -8.01
C 4.86 -21.57 -8.87
O 5.34 -22.71 -8.11
O 4.17 -19.35 -8.90
H 5.41 -20.06 -7.48
H 3.74 -20.59 -7.26
H 5.68 -21.25 -9.50
H 3.99 -21.88 -9.46
H 5.87 -22.35 -7.39
H 4.97 -18.83 -8.98
C 8.48 -21.04 -5.45
C 8.65 -19.84 -6.39
O 9.34 -20.16 -7.60
O 7.69 -22.05 -6.09
H 8.01 -20.76 -4.47
H 9.52 -21.31 -5.16
H 9.27 -19.10 -5.86
H 7.70 -19.33 -6.66
H 8.81 -20.81 -8.11
H 8.20 -22.89 -6.08
C 12.67 -17.68 -7.55
C 13.09 -19.10 -7.93
O 11.99 -19.74 -8.68
O 11.47 -17.61 -6.85
H 12.41 -17.24 -8.49
H 13.41 -17.09 -7.04
H 13.24 -19.67 -7.01
H 13.97 -19.17 -8.55
H 11.18 -19.60 -8.14
H 11.66 -17.32 -5.92
C 7.73 -19.97 1.32
C 9.05 -19.97 0.58
C 8.92 -19.79 -0.91
O 8.18 -20.78 -1.62
C 8.81 -22.08 -1.66
N 10.00 -18.92 1.07
H 7.90 -19.99 2.41
H 7.07 -20.77 0.95
H 7.17 -19.04 1.13
H 9.58 -20.92 0.82
H 9.91 -19.85 -1.42
H 8.38 -18.85 -1.17
H 9.84 -22.02 -2.04
H 8.17 -22.64 -2.31
H 8.80 -22.61 -0.69
H 9.62 -17.97 0.91
H 10.00 -19.00 2.10
C 15.24 -22.37 -5.73
C 14.77 -23.25 -6.82
C 14.12 -22.56 -7.99
O 13.66 -23.60 -8.81
C 12.50 -23.23 -9.50
N 15.92 -24.06 -7.26
H 14.45 -21.84 -5.22
H 15.94 -21.69 -6.17
H 15.74 -22.91 -4.97
H 14.00 -23.89 -6.35
H 14.74 -21.82 -8.52
H 13.22 -22.02 -7.55
H 11.81 -22.74 -8.80
H 12.00 -24.11 -9.97
H 12.80 -22.44 -10.22
H 16.38 -24.57 -6.52
H 15.59 -24.71 -7.98
C 4.53 -21.23 -4.03
C 5.15 -19.94 -3.51
C 4.52 -18.66 -4.05
O 4.56 -18.47 -5.46
C 3.48 -17.78 -5.98
N 5.22 -19.95 -2.05
H 5.34 -21.99 -4.06
H 3.95 -21.16 -4.97
H 3.81 -21.60 -3.30
H 6.20 -19.97 -3.89
H 5.09 -17.83 -3.58
H 3.43 -18.71 -3.72
H 3.82 -17.48 -6.96
H 3.04 -16.92 -5.46
H 2.60 -18.45 -6.14
H 4.63 -20.57 -1.53
H 6.13 -20.22 -1.74
C 7.44 -16.99 -10.57
C 7.57 -17.62 -9.19
C 8.76 -17.08 -8.41
O 8.51 -15.66 -8.08
C 9.60 -15.05 -7.37
N 6.22 -17.55 -8.53
H 6.61 -17.55 -11.02
H 8.33 -17.18 -11.17
H 7.15 -15.96 -10.56
H 7.68 -18.70 -9.47
H 9.67 -17.16 -9.03
H 8.95 -17.64 -7.51
H 9.30 -14.00 -7.30
H 10.50 -15.27 -7.86
H 9.73 -15.42 -6.33
H 6.24 -17.90 -7.58
H 5.94 -16.56 -8.44
C 11.18 -23.81 -5.17
C 10.04 -24.59 -4.61
C 9.45 -25.54 -5.66
O 8.88 -24.64 -6.67
C 7.99 -25.29 -7.53
N 10.46 -25.29 -3.37
H 10.93 -23.23 -6.04
H 12.03 -24.50 -5.39
H 11.61 -23.23 -4.31
H 9.19 -23.93 -4.38
H 8.64 -26.17 -5.26
H 10.25 -26.18 -6.11
H 8.47 -26.17 -8.06
H 7.70 -24.53 -8.21
H 7.10 -25.65 -7.02
H 11.12 -25.98 -3.74
H 9.76 -25.96 -3.13
C 9.12 -16.87 -3.39
C 10.31 -16.81 -2.45
C 11.56 -16.17 -3.04
O 12.05 -16.85 -4.19
C 12.47 -18.16 -3.87
N 9.85 -16.05 -1.23
H 8.33 -17.48 -2.95
H 9.33 -17.17 -4.41
H 8.59 -15.88 -3.48
H 10.60 -17.83 -2.20
H 12.29 -16.17 -2.20
H 11.43 -15.13 -3.36
H 13.02 -18.12 -2.89
H 13.15 -18.47 -4.69
H 11.69 -18.91 -3.79
H 9.12 -16.53 -0.77
H 10.55 -16.05 -0.50
```

Computed properties:
Energy above the lowest of the compared OMol25 structures with the same formula, charge and spin = 8.289 eV
Electronic energy = -65977.4665 eV
LUMO = 0.4 eV
Total charge = 0
Gap between HOMO and LUMO = 9.44 eV
Largest force on an atom = 2.58 eV Å⁻¹

What is the formula in the second record? C30H84N6O12